Record 1
Molecular formula: C9H18NO
Method: DFT, the ωB97M-V functional and the def2-TZVPD basis

HOMO = -12.69 eV
LUMO = -2.743 eV
DFT total energy = -13152.6334 eV
orbital gap = 9.9426 eV
energy relative to the best compared isomer or geometry (same formula, charge and spin) = 44.3 kcal/mol
net charge = +1

Each line ends with the Löwdin charge.
Atoms and positions in Å:
C (-1.511, -0.390, 1.078)  -0.217
C (-1.244, -0.046, 2.283)  0.071
C (-1.361, -1.512, -1.179)  -0.111
C (-2.559, -0.575, -0.931)  -0.170
C (-0.326, -1.082, -0.251)  -0.329
C (0.576, -1.999, 0.535)  0.006
C (0.613, 2.353, -0.387)  -0.032
C (2.658, 1.039, 0.070)  -0.042
C (1.158, 1.079, 0.188)  -0.363
N (0.518, 0.022, -0.740)  0.131
O (-2.601, -0.109, 0.374)  -0.019
H (-2.039, 0.347, 2.909)  0.097
H (-0.301, -0.137, 2.733)  0.055
H (-1.593, -2.532, -0.990)  0.123
H (-1.338, -1.420, -2.309)  0.160
H (-2.417, 0.224, -1.565)  0.087
H (-3.617, -1.170, -1.088)  0.201
H (1.127, -2.433, -0.276)  0.096
H (0.062, -2.869, 0.979)  0.125
H (1.066, -1.371, 1.219)  0.068
H (0.786, 3.197, 0.290)  0.112
H (1.308, 2.579, -1.184)  0.097
H (-0.459, 2.326, -0.613)  0.106
H (3.086, 1.179, -0.900)  0.082
H (3.162, 0.103, 0.322)  0.097
H (2.939, 1.980, 0.641)  0.136
H (0.881, 0.905, 1.197)  0.111
H (1.397, -0.373, -1.030)  0.153
H (0.027, 0.684, -1.373)  0.169

---

Record 2
Molecular formula: C9H18NO2
Method: DFT, the ωB97M-V functional and the def2-TZVPD basis

HOMO = -12.90 eV
LUMO = -2.802 eV
DFT total energy = -15197.4335 eV
orbital gap = 10.0993 eV
energy relative to the best compared isomer or geometry (same formula, charge and spin) = 136.6 kcal/mol
net charge = +1

Each line ends with the Löwdin charge.
Atoms and positions in Å:
C (-2.340, 1.164, 0.329)  -0.105
C (-1.127, 1.070, 0.306)  0.141
C (-4.157, -0.223, -0.405)  -0.089
C (3.389, 0.009, -1.057)  -0.047
C (0.050, -1.795, 1.053)  -0.032
C (-3.769, 1.095, 0.235)  -0.260
C (2.949, 0.306, 0.352)  -0.081
C (0.833, -1.047, -0.081)  -0.117
C (0.825, 1.392, 0.147)  -0.477
N (1.430, 0.174, 0.568)  -0.005
O (1.038, 1.585, -1.148)  0.150
O (1.224, 2.375, 1.038)  0.088
H (-4.011, -1.029, 0.225)  0.051
H (-5.128, -0.073, -0.954)  0.101
H (-3.505, -0.339, -1.324)  0.092
H (3.399, 0.768, -1.671)  0.023
H (4.408, -0.242, -1.052)  0.080
H (2.867, -0.875, -1.554)  0.123
H (0.441, -1.560, 2.018)  0.075
H (-0.885, -1.278, 1.276)  0.062
H (-0.112, -2.811, 0.763)  0.089
H (-4.375, 1.074, 1.112)  0.116
H (-4.009, 1.930, -0.279)  0.081
H (3.117, 1.264, 0.625)  0.082
H (3.484, -0.482, 1.098)  0.204
H (0.098, -0.917, -0.793)  0.109
H (1.463, -1.842, -0.282)  0.101
H (1.422, 0.206, 1.531)  0.142
H (0.728, 2.324, -1.596)  0.123
H (0.966, 3.332, 0.955)  0.179